Below is a structure of composition C18H38N3O7V, with properties calculated with ωB97M-V with the def2-TZVPD basis set.

```
67
Properties=species:S:1:pos:R:3:forces:R:3
O 0.812 -3.281 -2.971 0.632 -0.699 -0.872
V 1.750 -3.148 -1.741 -2.671 1.427 2.690
O 2.690 -4.362 -1.476 0.079 -0.473 -0.629
N -0.676 -2.251 -0.316 -1.635 0.068 -0.706
O -0.423 -1.111 -0.626 0.621 0.474 -0.164
O 0.322 -3.116 -0.298 2.012 -0.759 -0.523
O -1.792 -2.667 -0.065 0.926 -0.076 0.216
C 3.484 2.151 4.594 0.441 -0.023 0.530
C 3.776 1.252 3.384 1.084 0.112 -0.077
C 4.691 0.109 3.834 -0.057 -0.332 -0.129
C 3.969 -0.881 4.748 1.177 0.167 -0.328
C 2.826 -1.424 3.910 -0.926 -0.392 0.989
C 1.817 -0.370 3.403 0.855 -1.307 0.488
N 2.635 0.634 2.716 -1.015 0.598 -0.508
O 1.770 1.649 2.179 0.293 -0.149 0.373
C 0.892 -1.036 2.392 0.431 0.267 -0.405
C 0.975 0.066 4.595 0.163 0.991 1.290
C 4.580 2.073 2.354 0.289 0.732 1.366
H 2.961 3.082 4.371 -0.414 -0.256 -0.050
H 4.424 2.492 5.042 0.153 -0.079 -0.352
H 3.047 1.575 5.405 -0.486 0.350 -0.098
H 4.960 -0.473 2.946 0.020 0.176 -0.106
H 5.634 0.513 4.208 -0.162 0.049 0.321
H 3.748 -0.449 5.725 -0.554 0.060 -0.147
H 4.679 -1.680 4.983 -0.165 -0.149 -0.059
H 2.210 -2.095 4.520 0.206 -0.270 -0.151
H 3.244 -2.002 3.085 -0.052 0.083 -0.117
H 1.477 -1.302 1.509 -0.083 0.159 -0.064
H 0.455 -1.965 2.756 -0.118 0.161 0.304
H 0.128 -0.314 2.112 -0.193 -0.224 -0.200
H 1.568 0.410 5.451 0.177 0.254 -0.421
H 0.287 0.881 4.352 -0.126 -0.148 -0.035
H 0.425 -0.717 5.124 -0.293 -0.359 -0.907
H 3.914 2.691 1.761 0.174 -0.359 -0.609
H 5.370 1.496 1.878 -0.605 -0.213 -0.761
H 5.175 2.790 2.937 -0.131 0.028 -0.006
H 1.424 2.125 2.951 -0.059 0.059 -0.115
C -0.770 -0.875 -4.338 1.753 -0.018 -0.101
C -2.183 -0.304 -4.212 0.534 -2.312 0.525
C -2.982 -1.535 -3.725 -1.953 -0.071 -0.224
C -4.340 -1.184 -3.108 0.730 0.890 1.090
C -4.178 -0.084 -2.038 -1.187 -0.206 -1.430
C -3.349 1.121 -2.500 -0.336 0.459 1.295
N -2.124 0.664 -3.131 -0.024 0.536 -0.291
O -1.347 1.787 -3.543 -0.160 -0.178 0.016
C -4.218 2.143 -3.303 -0.982 -1.499 0.346
C -2.980 1.776 -1.154 1.205 0.552 -0.359
C -2.713 0.078 -5.591 0.440 0.732 -0.145
H -0.258 -0.852 -3.371 -0.285 0.453 0.083
H -0.109 -0.355 -5.041 -0.250 0.257 0.037
H -0.646 -1.935 -4.579 -0.858 0.033 -0.438
H -3.264 -2.083 -4.629 0.612 -0.384 0.063
H -2.474 -2.206 -3.034 0.482 0.265 -0.062
H -4.781 -1.998 -2.532 -0.087 -0.419 -0.642
H -5.038 -0.819 -3.865 -0.060 -0.194 -0.055
H -3.889 -0.487 -1.071 0.473 -0.025 -0.102
H -5.203 0.290 -1.940 0.138 0.148 0.616
H -5.220 1.701 -3.382 0.073 0.006 -0.210
H -4.404 3.008 -2.674 0.467 0.551 -0.565
H -3.933 2.290 -4.343 0.337 0.603 0.157
H -2.189 1.185 -0.688 -0.341 -0.263 0.210
H -2.511 2.758 -1.280 -0.288 0.062 -0.142
H -3.854 1.874 -0.514 -0.017 -0.035 0.032
H -2.147 0.920 -6.007 -0.266 0.189 0.148
H -3.781 0.291 -5.593 -0.003 0.027 -0.097
H -2.487 -0.723 -6.295 -0.232 -0.204 0.153
H -1.857 2.210 -4.253 0.095 0.101 0.064
```
Forces are in eV/Å.

energy relative to the best compared isomer or geometry (same formula, charge and spin)	0.000	eV
strongest force on any atom	4.1	eV/A
HOMO level	-8.526	eV
lowest unoccupied orbital energy	-2.8	eV